{"formula": "C2H3N3O", "method": "ωB97M-V/def2-TZVPD", "orbital_gap_ha": [0.3199, 0.3199], "homo_ev": [-8.45, -8.45], "elements": ["O", "C", "N", "N", "N", "C", "H", "H", "H"], "coordinates": [[2.0340, 0.0917, 0.5340], [0.7300, -0.0222, 0.2247], [-0.1567, 0.9236, 0.5644], [-1.2932, 0.6121, 0.0303], [-1.0068, -1.1189, -0.6726], [0.2378, -1.1532, -0.4201], [2.1457, 0.9373, 0.9982], [-2.1001, 1.0753, 0.4310], [-0.5900, -1.3426, -1.6892]], "forces_ev_per_angstrom": [[0.595, 0.605, 0.472], [1.145, 0.310, 0.736], [-1.147, -2.528, -1.385], [-0.044, 1.194, -0.573], [0.536, -0.304, -0.719], [0.586, 0.466, 0.818], [0.106, -0.289, -0.150], [-0.109, -0.070, 0.253], [-1.669, 0.615, 0.547]]}

***

{"formula": "C2H3N3O", "method": "ωB97M-V/def2-TZVPD", "orbital_gap_ha": 0.3486, "homo_ev": -8.90, "elements": ["N", "C", "C", "N", "N", "O", "H", "H", "H"], "coordinates": [[-1.5463, -0.0982, -0.1183], [-0.3107, -0.6620, 0.0194], [0.7959, 0.2376, -0.4561], [1.7094, 0.5914, 0.3908], [2.4715, 0.9469, 1.1543], [-0.1350, -1.7811, 0.4575], [-2.3293, -0.6077, 0.2650], [-1.6313, 0.9007, -0.2167], [0.9757, 0.4724, -1.4960]], "forces_ev_per_angstrom": [[-0.089, -0.056, 0.024], [0.003, -0.126, 0.129], [0.048, -0.053, -0.107], [0.890, 0.407, 0.910], [-0.851, -0.520, -0.924], [-0.021, 0.409, -0.036], [0.087, 0.030, -0.097], [0.043, -0.165, -0.032], [-0.109, 0.074, 0.135]]}

***

{"formula": "C2H3N3O", "method": "ωB97M-V/def2-TZVPD", "orbital_gap_ha": 0.3725, "homo_ev": -9.21, "elements": ["O", "C", "C", "N", "N", "N", "H", "H", "H"], "coordinates": [[-0.0018, -0.8407, -1.9184], [-0.0380, -0.3198, -0.6764], [0.9148, 0.1721, 0.1918], [0.1416, 0.5426, 1.2720], [-1.1444, 0.3123, 1.0678], [-1.2602, -0.2198, -0.1022], [-0.9504, -0.9910, -2.0921], [1.9956, 0.2668, 0.1666], [0.3352, 1.0871, 2.1037]], "forces_ev_per_angstrom": [[0.012, 0.052, 0.142], [-0.142, 0.154, 0.421], [-0.318, -0.009, 0.032], [-0.076, 0.173, -0.071], [0.054, 0.039, -0.001], [-0.007, 0.016, 0.082], [0.444, -0.109, -0.278], [-0.454, -0.011, -0.036], [0.487, -0.304, -0.292]]}

***

What did we get for max |F|? Answer: 3.10 1.36 0.64 eV Å⁻¹, in the order shown.
What did we get for E_tot? Answer: -8634.9391 -8638.9409 -8639.1493 eV, in the order shown.
What did we get for energy above the lowest of the compared OMol25 structures with the same formula, charge and spin? Answer: 536.0 149.9 129.8 kJ/mol, in the order shown.